Here is a molecular structure, C36H33BN3O2P2Pd from the Open Molecules 2025 dataset. Energies are from wB97M-V/def2-TZVPD.

As for the charge: -1. The calculation puts the HOMO-LUMO gap at 4.87 eV. As for the molar mass: 718.859 g/mol. The value obtained for the lowest unoccupied orbital energy is 0.080 Ha.

Geometry (Å):
1 Pd 1.84873 2.03557 1.75031
2 P -2.60226 -0.15322 0.84106
3 P -0.65311 -0.40465 -1.50532
4 O -2.67295 1.30671 1.07014
5 O -0.01285 0.86198 -1.10500
6 N 0.98522 3.49742 0.50419
7 N 3.60277 2.71459 -0.23829
8 N 2.82640 0.70304 2.91970
9 C -0.19097 5.24983 -1.31989
10 C 3.62330 -0.07335 3.23475
11 C 0.23791 -1.87700 -0.96697
12 C 5.44299 4.79237 -0.15882
13 C -1.39987 -1.09447 1.80060
14 C -0.82102 -0.74108 -6.09420
15 C -6.70747 -1.93868 1.96470
16 C -0.72325 -3.26648 2.62706
17 C 1.18349 5.08571 -1.27878
18 C 1.68022 -4.08175 -0.11062
19 C -4.48033 -1.26453 2.56795
20 C -1.82132 -1.35201 -5.35261
21 C -6.44290 -1.62020 0.64207
22 C -0.34218 3.65906 0.45225
23 C 4.08821 5.05424 -0.28394
24 C -0.34102 -0.50256 2.48619
25 C 1.73446 4.19596 -0.36582
26 C -5.19595 -1.12512 0.28355
27 C -0.18885 -3.16198 -1.30095
28 C -1.81199 -1.26216 -3.96733
29 C 0.18604 -0.03441 -5.44929
30 C 3.20194 3.98209 -0.30612
31 C -5.72432 -1.75633 2.92871
32 C 0.48861 -1.29831 3.27561
33 C -0.80298 -0.56186 -3.31345
34 C -0.96662 4.51440 -0.44058
35 C 1.39009 -1.69757 -0.20845
36 C -4.19929 -0.95092 1.23726
37 C 4.90277 2.47377 -0.11092
38 C 0.53126 -4.26313 -0.87246
39 C 2.11141 -2.80743 0.22253
40 C 0.19311 0.05613 -4.06660
41 C -2.35161 -0.62073 -0.90597
42 C 5.86242 3.47473 -0.06212
43 C 0.30154 -2.66641 3.35050
44 C -1.57245 -2.48282 1.87015
45 B 4.70670 -1.13885 3.70302
46 H -3.71457 -1.12784 3.32162
47 H 4.30828 -2.25402 3.42050
48 H -0.01119 0.53882 2.41129
49 H -2.38575 -2.95491 1.32940
50 H -2.60333 -1.74029 -3.40202
51 H -1.07822 -3.30487 -1.90666
52 H -5.92748 -1.99923 3.96396
53 H 0.96048 0.62061 -3.55030
54 H -2.67370 -1.65654 -1.03796
55 H -0.64433 5.92659 -2.03364
56 H 1.83169 5.61522 -1.96478
57 H 1.32037 -0.82277 3.77607
58 H -0.86062 -4.34044 2.65607
59 H 0.97137 -3.27374 3.94687
60 H 2.24241 -4.94414 0.22694
61 H -5.00845 -0.87128 -0.75254
62 H -2.04568 4.58155 -0.43889
63 H 3.00252 -2.64923 0.81775
64 H 1.71109 -0.69679 0.06449
65 H 0.20106 -5.26186 -1.13128
66 H 0.96330 0.44983 -6.02652
67 H -7.20689 -1.75378 -0.11350
68 H 6.90734 3.22263 0.05999
69 H -0.82835 -0.81029 -7.17474
70 H 5.18437 1.43053 -0.01791
71 H 4.85441 -1.03117 4.90522
72 H -7.67876 -2.32594 2.24594
73 H 3.71543 6.06963 -0.32365
74 H -2.98489 0.03694 -1.50775
75 H 6.15750 5.60515 -0.11588
76 H -2.61236 -1.89747 -5.85190
77 H -0.91591 3.06241 1.14341
78 H 5.74479 -0.90291 3.11263